# 1
12 unconnected molecules or ions with the total composition C25H74O14S at a distorted geometry, computed with the ωB97M-V functional and the def2-TZVPD basis.

Bonds (Å) are listed after each position.
Geometry (Å):
1 C 3.476 6.261 -2.679  C2 1.522, H4 1.082, H5 1.077, H6 1.098
2 C 4.009 5.057 -1.916  C1 1.522, O3 1.410, H7 1.117, H8 1.046
3 O 2.872 4.336 -1.498  C2 1.410, H9 0.930
4 H 2.808 6.809 -2.029  C1 1.082
5 H 2.933 5.903 -3.537  C1 1.077
6 H 4.256 6.923 -3.079  C1 1.098
7 H 4.612 5.381 -1.033  C2 1.117
8 H 4.612 4.474 -2.540  C2 1.046
9 H 3.072 3.430 -1.430  O3 0.930
10 C -2.444 0.749 4.060  C11 1.517, H13 1.106, H14 1.100, H15 1.117
11 C -3.583 -0.050 3.455  C10 1.517, O12 1.444, H16 1.097, H17 1.060
12 O -3.374 -0.383 2.065  C11 1.444, H18 1.010
13 H -1.474 0.239 3.907  C10 1.106
14 H -2.622 0.987 5.118  C10 1.100
15 H -2.289 1.704 3.501  C10 1.117
16 H -4.511 0.498 3.661  C11 1.097
17 H -3.664 -0.956 3.998  C11 1.060
18 H -3.970 0.180 1.475  O12 1.010
19 C -0.495 4.865 -0.075  C20 1.457, H22 1.092, H23 1.098, H24 1.088
20 C 0.205 5.114 1.178  C19 1.457, O21 1.449, H25 1.101, H26 1.125
21 O 0.556 3.859 1.810  C20 1.449, H27 0.928
22 H 0.061 4.187 -0.726  C19 1.092
23 H -0.779 5.753 -0.656  C19 1.098
24 H -1.401 4.323 0.187  C19 1.088
25 H -0.347 5.770 1.869  C20 1.101
26 H 1.098 5.748 0.922  C20 1.125
27 H 1.350 4.070 2.240  O21 0.928
28 C 5.219 3.434 1.520  C29 1.504, H31 1.101, H32 1.060, H33 1.046
29 C 4.625 4.775 1.853  C28 1.504, O30 1.402, H34 1.107, H35 1.126
30 O 3.262 4.671 1.543  C29 1.402, H36 0.917
31 H 6.307 3.395 1.685  C28 1.101
32 H 5.197 3.141 0.501  C28 1.060
33 H 4.829 2.683 2.135  C28 1.046
34 H 5.149 5.620 1.364  C29 1.107
35 H 4.573 4.909 2.970  C29 1.126
36 H 3.051 4.363 0.706  O30 0.917
37 C -6.291 1.379 -1.789  C38 1.500, H40 1.126, H41 1.044, H42 1.091
38 C -5.932 0.572 -0.577  C37 1.500, O39 1.453, H43 1.088, H44 1.082
39 O -4.607 0.935 -0.104  C38 1.453, H45 0.962
40 H -6.183 2.466 -1.516  C37 1.126
41 H -7.267 1.172 -2.094  C37 1.044
42 H -5.600 1.035 -2.560  C37 1.091
43 H -5.927 -0.504 -0.741  C38 1.088
44 H -6.561 0.778 0.279  C38 1.082
45 H -4.101 1.079 -0.910  O39 0.962
46 C 4.013 -0.208 0.329  C47 1.504, H49 1.122, H50 1.125, H51 1.119
47 C 3.542 0.304 -1.004  C46 1.504, O48 1.430, H52 1.109, H53 1.074
48 O 2.812 1.534 -0.992  C47 1.430, H54 0.961
49 H 3.189 -0.735 0.879  C46 1.122
50 H 4.505 0.529 1.021  C46 1.125
51 H 4.724 -1.039 0.094  C46 1.119
52 H 2.956 -0.494 -1.503  C47 1.109
53 H 4.344 0.488 -1.695  C47 1.074
54 H 2.156 1.436 -0.297  O48 0.961
55 C 2.606 -4.428 -0.758  C56 1.504, H58 1.098, H59 1.080, H60 1.119
56 C 1.807 -5.461 -0.011  C55 1.504, O57 1.468, H61 1.077, H62 1.105
57 O 0.662 -5.917 -0.807  C56 1.468, H63 0.972
58 H 2.118 -3.448 -0.836  C55 1.098
59 H 2.800 -4.723 -1.779  C55 1.080
60 H 3.547 -4.314 -0.162  C55 1.119
61 H 1.411 -4.984 0.870  C56 1.077
62 H 2.424 -6.316 0.321  C56 1.105
63 H 0.061 -6.412 -0.225  O57 0.972
64 C -2.522 -4.282 -0.742  C65 1.508, H67 1.064, H68 1.089, H69 1.136
65 C -1.446 -3.229 -0.817  C64 1.508, O66 1.481, H70 1.075, H71 1.082
66 O -0.456 -3.449 -1.896  C65 1.481, H72 1.015
67 H -2.060 -5.224 -0.561  C64 1.064
68 H -2.882 -4.258 -1.770  C64 1.089
69 H -3.255 -4.023 0.086  C64 1.136
70 H -1.045 -3.009 0.156  C65 1.075
71 H -1.869 -2.280 -1.116  C65 1.082
72 H -0.058 -4.347 -1.640  O66 1.015
73 C 2.614 -2.232 3.375  C74 1.527, H76 1.099, H77 1.086, H78 1.173
74 C 1.104 -2.344 3.173  C73 1.527, O75 1.416, H79 1.099, H80 1.101
75 O 0.752 -3.703 2.993  C74 1.416, H81 0.998
76 H 3.110 -2.476 2.426  C73 1.099
77 H 2.943 -2.896 4.170  C73 1.086
78 H 3.005 -1.134 3.502  C73 1.173
79 H 0.876 -1.861 2.212  C74 1.099
80 H 0.512 -1.840 3.952  C74 1.101
81 H -0.240 -3.821 2.991  O75 0.998
82 C -2.678 -4.072 4.588  C83 1.526, H85 1.074, H86 1.142, H87 1.117
83 C -3.160 -3.512 3.253  C82 1.526, O84 1.405, H88 1.081, H89 1.078
84 O -2.115 -2.835 2.603  C83 1.405, H90 0.983
85 H -2.357 -3.373 5.338  C82 1.074
86 H -1.843 -4.848 4.522  C82 1.142
87 H -3.537 -4.632 5.031  C82 1.117
88 H -3.969 -2.815 3.424  C83 1.081
89 H -3.461 -4.308 2.591  C83 1.078
90 H -2.327 -1.919 2.317  O84 0.983
91 C -1.325 1.139 0.094  C92 1.513, H94 1.078, H95 1.074, H96 1.151
92 C -0.352 0.253 0.840  C91 1.513, O93 1.470, H97 1.071, H98 1.072
93 O 0.909 0.985 1.028  C92 1.470, H99 0.985
94 H -2.187 0.578 -0.227  C91 1.078
95 H -0.725 1.562 -0.690  C91 1.074
96 H -1.584 2.125 0.629  C91 1.151
97 H -0.105 -0.594 0.232  C92 1.071
98 H -0.815 0.096 1.793  C92 1.072
99 H 0.921 1.780 1.609  O93 0.985
100 O -1.754 1.248 -3.747  S101 1.425
101 S -1.481 -0.140 -3.922  O100 1.425, O102 1.461, O103 1.554, C106 1.728
102 O -2.451 -1.097 -3.395  S101 1.461
103 O -1.084 -0.397 -5.402  S101 1.554, C104 1.489
104 C -1.202 -1.803 -5.877  O103 1.489, C105 1.476, H107 1.084, H108 1.044
105 C -0.760 -1.847 -7.285  C104 1.476, H109 1.090, H110 1.111, H111 1.119
106 C -0.005 -0.440 -3.077  S101 1.728, H112 1.059, H113 1.139, H114 1.117
107 H -2.248 -2.062 -5.758  C104 1.084
108 H -0.678 -2.437 -5.234  C104 1.044
109 H -1.367 -1.217 -7.935  C105 1.090
110 H -0.911 -2.887 -7.644  C105 1.111
111 H 0.321 -1.609 -7.452  C105 1.119
112 H -0.152 -0.239 -2.047  C106 1.059
113 H 0.757 0.297 -3.494  C106 1.139
114 H 0.258 -1.522 -3.157  C106 1.117

## Properties
SMILES string: CCOS(C)(=O)=O.CCO.CCO.CCO.CCO.CCO.CCO.CCO.CCO.CCO.CCO.CCO
HOMO-LUMO gap: 10.34 eV
M: 630.92 g/mol

---

# 2
A single C6H15NS molecule at a distorted geometry, computed with the ωB97M-V functional and the def2-TZVPD basis.

Bonds (Å) are listed after each position.
Geometry (Å):
1 C 0.400 -0.957 1.924  C2 1.511, C4 1.573, H9 1.102, H10 1.095
2 C -0.923 -1.415 1.358  C1 1.511, S3 1.876, H11 1.083, H12 1.090
3 S -1.619 -2.829 2.376  C2 1.876, H13 1.382
4 C 0.881 0.381 1.253  C1 1.573, N5 1.519, H14 1.082, H15 1.102
5 N 0.968 0.417 -0.264  C4 1.519, C7 1.519, H16 1.011
6 C 1.011 1.307 -2.475  C7 1.548, H17 1.089, H18 1.091, H19 1.086
7 C 0.116 1.241 -1.213  N5 1.519, C6 1.548, C8 1.537, H20 1.096
8 C -1.230 0.582 -1.554  C7 1.537, H21 1.076, H22 1.086, H23 1.086
9 H 0.297 -0.721 2.995  C1 1.102
10 H 1.146 -1.751 1.820  C1 1.095
11 H -0.709 -1.857 0.393  C2 1.083
12 H -1.598 -0.558 1.376  C2 1.090
13 H -0.833 -2.642 3.498  S3 1.382
14 H 0.373 1.225 1.700  C4 1.082
15 H 1.971 0.496 1.365  C4 1.102
16 H 0.993 -0.513 -0.660  N5 1.011
17 H 1.994 1.746 -2.309  C6 1.089
18 H 0.957 0.307 -2.908  C6 1.091
19 H 0.477 1.945 -3.173  C6 1.086
20 H 0.006 2.223 -0.741  C7 1.096
21 H -1.463 -0.014 -0.689  C8 1.076
22 H -1.251 0.005 -2.474  C8 1.086
23 H -1.962 1.382 -1.599  C8 1.086

## Properties
SMILES string: CC(C)NCCCS
Relative energy (zero: lowest compared OMol25 entry of this formula, charge and spin): 1.151 eV
HOMO-LUMO gap: 9.35 eV
M: 133.26 g/mol

---

- M of number 1 (C25H74O14S)?
  630.92 g/mol

---

- Among the records above, which one has the lowest HOMO-LUMO gap?
  C6H15NS

---

- Which of these has the highest M?
  C25H74O14S

---

Copy entry 2 word for word.
A single C6H15NS molecule at a distorted geometry, computed with the ωB97M-V functional and the def2-TZVPD basis.

Bonds (Å) are listed after each position.
Geometry (Å):
1 C 0.400 -0.957 1.924  C2 1.511, C4 1.573, H9 1.102, H10 1.095
2 C -0.923 -1.415 1.358  C1 1.511, S3 1.876, H11 1.083, H12 1.090
3 S -1.619 -2.829 2.376  C2 1.876, H13 1.382
4 C 0.881 0.381 1.253  C1 1.573, N5 1.519, H14 1.082, H15 1.102
5 N 0.968 0.417 -0.264  C4 1.519, C7 1.519, H16 1.011
6 C 1.011 1.307 -2.475  C7 1.548, H17 1.089, H18 1.091, H19 1.086
7 C 0.116 1.241 -1.213  N5 1.519, C6 1.548, C8 1.537, H20 1.096
8 C -1.230 0.582 -1.554  C7 1.537, H21 1.076, H22 1.086, H23 1.086
9 H 0.297 -0.721 2.995  C1 1.102
10 H 1.146 -1.751 1.820  C1 1.095
11 H -0.709 -1.857 0.393  C2 1.083
12 H -1.598 -0.558 1.376  C2 1.090
13 H -0.833 -2.642 3.498  S3 1.382
14 H 0.373 1.225 1.700  C4 1.082
15 H 1.971 0.496 1.365  C4 1.102
16 H 0.993 -0.513 -0.660  N5 1.011
17 H 1.994 1.746 -2.309  C6 1.089
18 H 0.957 0.307 -2.908  C6 1.091
19 H 0.477 1.945 -3.173  C6 1.086
20 H 0.006 2.223 -0.741  C7 1.096
21 H -1.463 -0.014 -0.689  C8 1.076
22 H -1.251 0.005 -2.474  C8 1.086
23 H -1.962 1.382 -1.599  C8 1.086

## Properties
SMILES string: CC(C)NCCCS
Relative energy (zero: lowest compared OMol25 entry of this formula, charge and spin): 1.151 eV
HOMO-LUMO gap: 9.35 eV
M: 133.26 g/mol